{
  "formula": "C32H43HgN6O10SSi",
  "method": "wB97M-V/def2-TZVPD",
  "relative_energy_ev": 0.754,
  "homo_energy_ev": [-0.06, -2.10],
  "total_energy_ev": -86191.134,
  "multiplicity": 2,
  "total_charge": -2,
  "lumo_energy_ha": [0.1556, 0.1555],
  "elements": ["Hg", "O", "C", "O", "C", "C", "C", "C", "C", "N", "C", "O", "O", "H", "H", "H", "H", "H", "N", "C", "S", "N", "N", "C", "C", "C", "C", "C", "C", "C", "C", "C", "C", "C", "C", "N", "H", "H", "H", "H", "H", "H", "H", "H", "H", "H", "H", "O", "N", "O", "C", "C", "C", "C", "O", "Si", "O", "O", "C", "C", "C", "C", "O", "C", "C", "C", "C", "H", "H", "H", "H", "H", "H", "H", "H", "H", "H", "H", "H", "H", "H", "H", "H", "H", "H", "H", "H", "H", "H", "H", "H", "H", "H", "H"],
  "coordinates": [[0.5263, 1.5399, 1.5306], [1.2265, 3.1227, -2.7599], [1.1223, 2.5788, -1.5249], [0.0985, 2.5502, -0.9122], [2.4738, 2.1005, -1.0309], [3.5827, 2.1868, -1.8504], [4.8114, 1.8068, -1.3290], [4.8772, 1.3617, -0.0285], [3.7051, 1.2780, 0.7170], [2.5364, 1.6524, 0.2150], [3.7110, 0.8125, 2.1686], [4.9168, 0.6051, 2.7114], [2.7189, 0.9208, 2.8405], [0.3111, 3.2039, -3.0663], [3.4743, 2.5441, -2.8622], [5.7068, 1.8584, -1.9356], [5.8161, 1.0580, 0.4058], [5.3862, -0.0361, 2.1015], [-0.9656, 5.6187, 3.3790], [-0.6940, 4.3333, 2.8769], [0.6973, 4.2173, 1.8356], [-1.5219, 3.4240, 3.2770], [-1.2669, 2.1453, 2.8849], [-2.0251, 1.1633, 3.3837], [-3.2329, 1.4187, 4.1979], [-3.4460, 0.7549, 5.4099], [-4.5474, 1.0356, 6.2082], [-5.4669, 2.0010, 5.8212], [-5.2709, 2.6708, 4.6175], [-4.1739, 2.3852, 3.8208], [-1.5630, -0.1685, 3.1598], [-2.3448, -1.3343, 3.4126], [-1.8147, -2.5751, 3.2095], [-0.4934, -2.7116, 2.7345], [0.1914, -1.5578, 2.4400], [-0.3095, -0.3307, 2.6329], [-0.6180, 6.3512, 2.7810], [-1.9300, 5.7198, 3.6605], [-2.7194, 0.0210, 5.7359], [-4.6755, 0.5091, 7.1475], [-6.3211, 2.2307, 6.4474], [-5.9778, 3.4297, 4.3007], [-4.0324, 2.9054, 2.8835], [-3.3635, -1.2215, 3.7568], [-2.4203, -3.4559, 3.3962], [-0.0403, -3.6775, 2.5595], [1.2041, -1.5887, 2.0519], [5.7815, -1.3332, 1.1288], [4.7243, -2.0282, 1.0792], [3.6869, -1.4289, 1.4089], [1.5978, -3.2838, -0.3648], [1.9805, -2.7522, -1.7415], [2.4769, -3.8892, -2.6252], [3.0692, -1.6855, -1.5941], [0.8166, -2.2225, -2.3825], [0.0532, -0.7976, -1.9386], [0.4160, -0.2516, -0.5218], [0.4011, 0.2605, -3.2183], [0.4159, -0.0122, -4.6126], [1.7677, -0.5946, -5.0182], [-0.7008, -0.9726, -5.0276], [0.2151, 1.3185, -5.3320], [-1.5598, -1.1391, -2.2188], [-2.6051, -1.2080, -1.2566], [-2.7312, 0.1035, -0.4829], [-3.8791, -1.4690, -2.0482], [-2.3302, -2.3575, -0.2968], [2.4686, -3.6945, 0.1520], [0.8318, -4.0588, -0.4669], [1.1934, -2.4656, 0.2300], [3.3964, -4.3149, -2.2163], [2.6778, -3.5277, -3.6372], [1.7191, -4.6744, -2.6860], [3.9692, -2.1115, -1.1464], [2.7069, -0.8833, -0.9464], [3.3195, -1.2615, -2.5697], [1.9322, -1.5325, -4.4926], [2.5692, 0.0998, -4.7508], [1.8002, -0.7776, -6.0966], [-0.5751, -1.9414, -4.5424], [-0.6843, -1.1055, -6.1137], [-1.6715, -0.5798, -4.7226], [0.9866, 2.0273, -5.0296], [-0.7666, 1.7330, -5.0821], [0.2685, 1.1819, -6.4152], [-2.8926, 0.9330, -1.1778], [-1.8086, 0.3008, 0.0634], [-3.5639, 0.0583, 0.2244], [-4.0363, -0.6654, -2.7724], [-4.7444, -1.5181, -1.3822], [-3.7943, -2.4120, -2.5946], [-1.3891, -2.1809, 0.2268], [-2.2445, -3.2951, -0.8546], [-3.1234, -2.4488, 0.4494]],
  "forces_ev_per_a": [[-0.1, 0.0, 0.1], [-0.2, 0.0, 0.0], [0.5, -0.1, 0.1], [-0.1, 0.0, -0.2], [-0.5, 0.2, -0.2], [0.2, -0.1, 0.0], [-0.1, 0.1, -0.2], [0.1, -0.1, 0.1], [0.0, -0.2, 0.0], [0.1, 0.0, 0.2], [0.1, 1.0, 0.3], [-0.2, -0.1, -0.2], [-0.1, -0.1, 0.1], [0.0, 0.1, 0.0], [0.0, 0.0, 0.0], [0.0, 0.0, 0.0], [0.0, 0.0, 0.0], [0.2, -0.2, 0.0], [0.2, -0.1, 0.0], [0.0, 0.2, -0.1], [0.0, -0.1, 0.2], [0.0, -0.2, 0.0], [-0.2, 0.1, 0.0], [0.1, -0.1, 0.1], [0.0, 0.1, 0.0], [0.0, 0.0, 0.1], [0.0, 0.0, 0.0], [0.0, 0.0, 0.0], [0.0, 0.0, 0.0], [-0.1, 0.0, -0.1], [0.0, -0.2, 0.0], [0.0, 0.2, 0.0], [0.1, -0.1, 0.0], [-0.1, -0.1, 0.1], [0.1, 0.3, 0.1], [0.0, -0.2, -0.2], [-0.1, 0.0, 0.0], [0.0, 0.0, 0.0], [0.0, 0.0, 0.0], [0.0, 0.0, 0.0], [0.0, 0.0, 0.0], [0.0, 0.0, 0.0], [0.0, 0.0, 0.0], [0.0, 0.0, 0.0], [0.0, 0.0, 0.0], [0.0, 0.0, 0.0], [-0.1, 0.0, 0.0], [0.1, 0.0, 0.1], [-0.3, 0.2, 0.2], [0.4, -0.6, -0.1], [-0.1, 0.0, 0.0], [0.1, 0.1, 0.2], [0.0, 0.0, -0.1], [-0.1, 0.1, -0.1], [0.1, 0.0, 0.0], [-0.1, -0.1, 0.0], [0.0, 0.1, -0.1], [0.0, 0.0, 0.1], [-0.1, -0.1, 0.1], [0.1, 0.0, 0.1], [0.0, 0.0, 0.1], [-0.1, 0.1, 0.0], [0.0, 0.2, 0.0], [0.1, 0.0, 0.1], [0.1, 0.1, -0.1], [-0.1, 0.0, -0.1], [0.1, -0.1, 0.0], [0.0, 0.0, 0.0], [0.0, 0.0, 0.0], [0.1, -0.1, -0.1], [0.0, 0.0, 0.0], [0.0, 0.0, 0.0], [0.0, 0.0, 0.0], [-0.1, 0.0, -0.1], [0.0, -0.1, 0.0], [0.0, 0.0, -0.1], [0.0, 0.0, 0.0], [0.0, 0.0, 0.0], [0.0, 0.0, 0.0], [0.0, 0.0, 0.0], [0.0, 0.0, 0.0], [0.0, 0.0, 0.0], [0.0, 0.0, 0.0], [0.0, 0.0, 0.0], [0.0, 0.0, 0.0], [0.0, 0.0, 0.0], [0.0, 0.0, 0.0], [0.0, 0.0, 0.0], [0.0, 0.0, 0.0], [0.0, 0.0, 0.0], [0.0, 0.0, 0.0], [0.0, 0.0, 0.0], [0.0, 0.0, 0.0], [0.0, 0.0, 0.0]],
  "lowdin_spin": [0.0134, 0.0002, 0.0005, 0.0026, 0.0001, 0.0000, 0.0000, 0.0000, 0.0001, 0.0008, 0.0000, 0.0000, 0.0004, 0.0000, 0.0000, 0.0000, 0.0000, 0.0000, 0.0339, 0.0788, 0.0175, -0.0049, 0.2702, 0.1169, 0.0134, 0.0173, 0.0002, 0.0203, 0.0007, 0.0166, 0.0948, 0.0341, 0.0400, 0.0895, 0.0083, 0.1115, 0.0035, 0.0012, 0.0012, -0.0006, 0.0018, -0.0004, 0.0006, 0.0009, 0.0012, 0.0062, -0.0014, 0.0000, 0.0000, 0.0001, 0.0004, 0.0001, 0.0000, 0.0000, 0.0001, 0.0003, 0.0034, 0.0000, 0.0000, 0.0000, 0.0000, 0.0000, 0.0001, 0.0000, 0.0003, 0.0000, 0.0013, 0.0000, 0.0001, 0.0002, 0.0000, 0.0000, 0.0000, 0.0000, 0.0000, 0.0000, 0.0000, 0.0000, 0.0000, 0.0000, 0.0000, 0.0000, 0.0000, 0.0000, 0.0000, 0.0000, 0.0003, 0.0002, 0.0000, 0.0000, 0.0000, 0.0006, 0.0000, 0.0006]
}

{
  "formula": "C32H43N2O4P2W",
  "method": "wB97M-V/def2-TZVPD",
  "relative_energy_ev": 1.142,
  "homo_energy_ev": [-9.11, -9.11],
  "total_energy_ev": -65448.560,
  "multiplicity": 3,
  "total_charge": 1,
  "lumo_energy_ha": [-0.1810, -0.1603],
  "elements": ["C", "C", "N", "C", "C", "C", "C", "P", "W", "P", "C", "C", "C", "C", "C", "C", "C", "O", "O", "H", "H", "H", "C", "C", "H", "H", "H", "H", "C", "C", "H", "H", "H", "H", "H", "H", "H", "H", "H", "H", "H", "H", "H", "H", "H", "H", "H", "H", "H", "H", "H", "H", "C", "C", "C", "C", "C", "C", "N", "C", "C", "C", "C", "C", "C", "C", "O", "O", "C", "C", "H", "H", "H", "H", "H", "H", "H", "H", "H", "H", "H", "H", "H", "H"],
  "coordinates": [[-0.7346, 4.0018, -3.4759], [-0.6808, 2.6404, -3.2280], [0.2571, 2.1435, -2.3891], [1.0269, 2.9743, -1.6501], [0.9841, 4.3444, -1.8586], [0.1176, 4.8650, -2.8044], [-1.5930, 1.6330, -3.8516], [-1.9171, 0.1894, -2.7714], [0.3349, 0.0154, -2.1537], [2.1064, 0.5821, -0.7540], [1.7869, 2.3630, -0.5180], [0.1748, -2.0301, -1.5631], [-0.8899, -2.5754, -0.8082], [-0.9128, -3.9519, -0.5526], [0.0993, -4.7774, -1.0485], [1.1640, -4.2319, -1.7707], [1.2267, -2.8559, -2.0266], [-0.6581, 0.4626, -6.3180], [0.3656, -1.8652, -5.2357], [-1.4829, 4.3435, -4.1835], [1.6124, 4.9601, -1.2212], [0.0850, 5.9336, -2.9919], [-3.3436, 0.6251, -1.7646], [-2.5438, -1.1129, -3.8497], [2.7497, 2.8753, -0.3616], [1.2135, 2.4608, 0.4213], [-1.2276, 1.2674, -4.8580], [-2.5796, 2.0881, -4.0354], [2.4334, -0.1064, 0.8743], [3.6902, 0.5333, -1.6354], [-1.6691, -1.9105, -0.4300], [-1.7342, -4.3588, 0.0404], [0.0614, -5.8526, -0.8598], [1.9650, -4.8729, -2.1423], [2.0784, -2.3875, -2.5309], [0.9186, -1.3535, -4.5970], [0.2578, -2.7426, -4.8244], [-0.2718, -0.4004, -6.0169], [0.0848, 0.9575, -6.6928], [1.2529, -0.1440, -3.5751], [-4.1920, 0.8222, -2.4423], [-3.5804, -0.2184, -1.0976], [-3.1156, 1.5124, -1.1564], [-3.4459, -0.7214, -4.3483], [-1.7917, -1.4186, -4.5925], [-2.8046, -1.9766, -3.2209], [4.4501, 1.0287, -1.0082], [3.9726, -0.5143, -1.8166], [3.5989, 1.0504, -2.5995], [3.3210, 0.3864, 1.3085], [1.5659, 0.0637, 1.5269], [2.6016, -1.1906, 0.7999], [3.1916, -0.3593, 5.4043], [2.2409, -1.1570, 4.5519], [2.6232, -2.4211, 4.1124], [1.7962, -3.1872, 3.2842], [0.5516, -2.6946, 2.9301], [0.1338, -1.4254, 3.3955], [-1.0605, -0.9547, 2.8649], [-1.9378, 0.0496, 3.2913], [-2.6027, 0.0217, 4.5278], [-3.4094, 1.1125, 4.8743], [-3.5478, 2.2175, 4.0205], [-2.9082, 2.2301, 2.7756], [-2.1593, 1.1294, 2.3811], [-1.4597, 1.1909, 1.0462], [-1.3311, 2.2851, 0.4536], [-1.0383, 0.0615, 0.5881], [1.0031, -0.6200, 4.1787], [0.6456, 0.7916, 4.5008], [3.5296, 0.5624, 4.9052], [2.7245, -0.0633, 6.3548], [4.0919, -0.9372, 5.6480], [3.5997, -2.8037, 4.4171], [2.1257, -4.1606, 2.9202], [-0.1155, -3.2597, 2.2754], [-1.1534, -1.0956, 1.8497], [-2.4849, -0.8574, 5.1757], [-3.9507, 1.1063, 5.8162], [-4.1623, 3.0822, 4.2872], [-2.9609, 3.0818, 2.0883], [0.4459, 1.3697, 3.5905], [-0.2545, 0.8437, 5.1170], [1.4447, 1.3072, 5.0332]],
  "forces_ev_per_a": [[-0.4, -0.2, -0.3], [0.2, -0.1, -0.1], [-0.3, 0.4, 1.0], [-0.3, 0.4, 0.1], [0.4, -0.3, 0.4], [0.0, -0.1, 0.0], [-1.0, 0.4, -0.8], [-1.7, 0.1, -1.1], [-0.6, -2.6, 0.8], [1.9, 0.5, 1.1], [0.7, 0.4, 0.6], [0.0, 1.1, 0.4], [0.4, -0.8, -0.4], [-0.3, 0.6, 0.0], [0.1, 0.1, -0.1], [0.3, 0.1, -0.4], [-0.6, -0.2, 0.7], [0.8, -0.6, -0.1], [0.6, -0.1, 0.8], [0.2, 0.2, 0.1], [-0.2, 0.1, -0.3], [0.0, -0.1, 0.0], [-0.1, 0.1, 0.4], [-0.3, -0.1, -0.4], [-0.3, 0.0, 0.0], [-0.1, 0.0, -0.4], [-0.2, 0.3, 1.0], [0.3, 0.1, -0.1], [0.0, 0.0, 0.4], [0.4, 0.1, 0.0], [0.3, -0.3, 0.0], [0.3, 0.0, -0.2], [0.1, 0.4, 0.0], [-0.2, 0.1, 0.2], [-0.1, -0.4, 0.1], [-0.5, -0.7, -0.6], [0.0, 0.4, -0.3], [-0.4, 0.6, -0.5], [-0.2, -0.2, -0.1], [0.2, 0.1, -0.1], [0.3, -0.1, 0.3], [0.0, 0.3, -0.2], [-0.1, -0.3, -0.1], [0.3, -0.3, 0.1], [-0.4, 0.2, 0.3], [0.0, 0.2, -0.2], [-0.1, -0.2, -0.3], [0.0, 0.3, 0.1], [0.1, -0.1, 0.3], [-0.3, -0.2, -0.2], [0.2, -0.1, -0.2], [0.0, 0.3, 0.0], [0.3, 0.2, 0.3], [0.0, -0.1, 0.0], [0.2, -0.3, -0.1], [0.1, 0.3, 0.1], [0.0, 0.4, 0.2], [0.6, 0.0, 0.0], [-0.9, -0.7, -0.2], [0.1, 0.5, -0.5], [0.1, 0.3, -0.4], [0.0, 0.1, -0.3], [0.1, 0.1, -0.2], [-0.3, -0.2, 0.3], [0.4, -0.1, 0.5], [0.1, 0.2, -0.3], [0.1, -0.7, 0.1], [0.5, 0.8, -1.8], [-0.2, -0.9, -0.5], [-0.1, 0.4, 0.2], [-0.1, -0.2, 0.1], [0.1, 0.0, -0.2], [-0.3, 0.1, -0.1], [-0.3, 0.0, -0.1], [-0.1, 0.2, 0.1], [0.1, 0.1, 0.3], [0.3, 0.1, 0.8], [0.0, 0.5, -0.2], [0.1, 0.0, -0.1], [0.2, -0.4, 0.1], [-0.1, -0.4, 0.4], [-0.1, -0.1, 0.1], [0.1, 0.2, 0.0], [-0.1, -0.1, 0.0]],
  "lowdin_spin": [0.0002, 0.0109, 0.0128, 0.0114, -0.0003, 0.0076, 0.0394, 0.0862, 1.5154, 0.1032, 0.0047, 0.0073, 0.0233, -0.0040, 0.0242, -0.0022, 0.0310, 0.0006, 0.0049, 0.0004, 0.0000, 0.0004, -0.0046, 0.0330, 0.0000, 0.0001, 0.0022, 0.0075, 0.0076, 0.0464, 0.0004, -0.0007, 0.0014, -0.0007, 0.0055, -0.0002, 0.0001, 0.0001, 0.0000, 0.0151, -0.0011, 0.0004, 0.0000, 0.0054, 0.0011, -0.0002, 0.0079, 0.0007, 0.0011, 0.0005, -0.0002, 0.0000, 0.0000, 0.0001, -0.0001, 0.0000, -0.0001, 0.0000, -0.0003, 0.0000, 0.0000, 0.0001, 0.0000, 0.0000, -0.0005, -0.0002, 0.0002, -0.0053, -0.0001, 0.0000, 0.0000, 0.0000, 0.0000, 0.0000, 0.0000, -0.0001, 0.0001, 0.0000, 0.0000, 0.0000, 0.0000, 0.0000, 0.0000, 0.0000]
}